(1)
Formula: C4H10N2O
Source: the Open Molecules 2025 dataset
Level of theory: wB97M-V/def2-TZVPD

Charge: 0
ΔE to the lowest compared entry with this formula, charge and spin (kcal per mole): 37.5
M (g mol⁻¹): 102.137
E_LUMO (eV): 0.8511
DFT total energy (Eh): -343.14176

Each line ends with the Mulliken charge.
Element x y z (Å)
N1 1.60371 1.89196 2.14659  -0.60
C1 0.87626 1.44257 0.98919  -0.54
C2 1.47612 0.24179 0.21083  -0.67
C3 0.50819 -0.87797 -0.11683  -0.56
N2 -0.67195 -0.40323 -0.85345  -0.17
C4 -1.66142 -1.32634 -1.07464  0.05
O1 -2.61613 -1.20014 -1.79892  -0.50
H1 1.95335 1.09345 2.65713  0.23
H2 2.34025 2.53296 1.90104  0.26
H3 -0.18254 1.22018 1.16366  0.28
H4 0.80472 2.29282 0.30455  0.33
H5 1.88330 0.62122 -0.72665  0.27
H6 2.30599 -0.17807 0.78269  0.38
H7 0.16082 -1.35185 0.81203  0.36
H8 1.01893 -1.65804 -0.68132  0.38
H9 -0.90312 0.54649 -0.61138  0.22
H10 -1.60738 -2.21748 -0.41433  0.27

Atoms 1-6, force components in eV/Å:
-0.548 -0.247 0.329
-0.321 0.023 -1.293
0.068 0.362 -0.209
-0.550 -0.179 0.601
1.168 -0.308 0.231
-1.007 0.093 0.514

=====

(2)
Formula: C43H59ClF3N9SSbSeSr
Source: the Open Molecules 2025 dataset
Level of theory: wB97M-V/def2-TZVPD

Charge: +1
M (g mol⁻¹): 1114.862
E_LUMO (eV): -2.1375
DFT total energy (Eh): -5996.99902

Each line ends with the Mulliken charge.
Element x y z (Å)
Sr1 -0.03072 -0.27074 2.05013  1.28
C1 -2.07119 0.60020 4.74083  -1.06
C2 -0.59051 0.38241 5.08467  0.04
N1 0.30766 0.85716 3.99044  0.04
C3 1.49861 -0.09775 3.78747  -1.64
C4 1.14697 -1.70219 3.91749  -1.07
S1 -0.25181 -2.59757 2.99946  0.11
C5 -1.56958 -2.67260 4.30384  -0.98
C6 -2.75795 -1.70968 4.10150  -0.16
N2 -2.48396 -0.32499 3.65288  0.24
H1 -2.24361 1.62248 4.40283  0.32
H2 -2.59900 0.46239 5.69390  0.46
H3 -0.50535 -0.69471 5.16798  -0.41
H4 -0.28826 0.73113 6.07537  0.49
H5 0.67330 1.77934 4.19023  0.14
H6 2.28376 0.05925 4.52861  0.45
H7 1.98027 0.06764 2.77111  0.92
H8 1.02141 -1.94510 4.97626  0.66
H9 2.08764 -2.21453 3.68740  0.48
H10 -1.09618 -2.58251 5.28259  0.50
H11 -1.94845 -3.69441 4.25075  0.61
H12 -3.33102 -1.70572 5.03896  0.35
H13 -3.39559 -2.13953 3.33023  -0.16
H14 -3.33698 0.02550 3.23286  0.08
C7 2.29282 3.03518 -2.18415  -1.97
N3 2.18714 3.67253 -0.88619  0.47
C8 2.86030 4.93556 -0.67287  -1.34
C9 1.40736 3.05762 0.06740  0.07
N4 0.99745 1.85197 0.06991  0.68
N5 1.01411 3.92696 1.10629  -0.16
C10 -0.13829 3.77992 1.87678  0.33
N6 -0.44942 4.95125 2.54717  -0.50
N7 -0.78119 2.68202 1.94121  0.16
H15 2.57221 3.78118 -2.92603  0.55
H16 1.33390 2.61006 -2.48628  0.27
H17 3.03667 2.23555 -2.20584  0.89
H18 3.71291 4.99552 -1.34678  0.44
H19 3.26562 5.00715 0.33794  0.45
H20 2.22323 5.80673 -0.86792  0.34
H21 1.29536 1.32425 -0.74367  -0.73
H22 1.37589 4.86200 1.06450  0.15
H23 -0.12544 5.82932 2.17844  0.18
H24 -1.34819 4.98739 2.99573  0.22
H25 -1.62837 2.82249 2.48941  -0.31
C11 2.90837 -5.66893 -0.13555  -1.07
C12 3.23723 -5.10233 -1.51220  -0.11
C13 2.00458 -4.60904 -2.26732  -0.72
C14 1.35209 -3.36547 -1.67560  -1.05
N8 2.23709 -2.19872 -1.75053  1.39
C15 2.84511 -1.55055 -0.74575  -0.87
Se1 2.61201 -1.93024 1.08833  -0.38
N9 3.60973 -0.56942 -1.26924  1.55
C16 4.33872 0.45871 -0.50972  -0.66
C17 5.57697 -0.08921 0.18994  -0.62
C18 6.65998 -0.55693 -0.77872  -0.28
C19 7.34696 0.57908 -1.52664  -1.22
C20 3.43277 -0.54883 -2.65205  0.83
C21 3.98735 0.24376 -3.65165  -0.44
C22 3.56856 0.00090 -4.94520  -1.00
C23 2.63407 -1.00512 -5.23791  -0.97
C24 2.11225 -1.81444 -4.24860  -0.99
C25 2.54286 -1.57096 -2.94929  0.26
H26 3.78945 -6.11335 0.32833  0.37
H27 2.14725 -6.44857 -0.21474  0.33
H28 2.53760 -4.90026 0.54194  0.10
H29 3.72274 -5.87410 -2.11324  0.42
H30 3.96383 -4.28767 -1.41927  0.00
H31 1.24682 -5.39774 -2.27770  0.52
H32 2.26844 -4.41323 -3.30934  0.34
H33 1.09326 -3.49278 -0.62679  0.17
H34 0.43446 -3.09841 -2.19815  0.34
H35 3.63450 0.91554 0.19132  -0.44
H36 4.62775 1.21811 -1.23551  0.49
H37 5.27226 -0.90639 0.83889  0.15
H38 5.97249 0.70074 0.83681  0.54
H39 6.22149 -1.26119 -1.49329  0.14
H40 7.40843 -1.11926 -0.21757  0.48
H41 6.69129 1.05417 -2.25939  0.21
H42 8.22013 0.22340 -2.07255  0.40
H43 7.68442 1.35482 -0.83604  0.31
H44 4.71801 1.01102 -3.43692  0.31
H45 3.96974 0.59913 -5.75121  0.45
H46 2.32413 -1.15604 -6.26236  0.46
H47 1.39507 -2.58891 -4.47628  0.55
Cl1 -0.49184 -0.76742 -0.55748  -0.87
F1 -8.93233 3.98575 -0.30832  -0.33
C26 -7.70217 3.44019 -0.30760  0.31
C27 -6.98770 3.41669 0.87371  -0.68
C28 -5.73160 2.82505 0.85624  -0.75
C29 -5.19268 2.25906 -0.30063  0.34
C30 -5.93916 2.34754 -1.47361  -0.23
C31 -7.19705 2.93368 -1.48792  -0.73
Sb1 -3.33795 1.25743 -0.09845  0.98
C32 -3.03565 0.77593 -2.12570  -0.11
C33 -1.95752 1.37248 -2.77589  -0.53
C34 -1.61655 1.03565 -4.07601  -0.55
C35 -2.37176 0.07010 -4.71216  0.38
F2 -2.03387 -0.28911 -5.96840  -0.37
C36 -3.45341 -0.54296 -4.11496  -0.92
C37 -3.77620 -0.18060 -2.81342  0.00
C38 -4.23467 -0.61666 0.54625  0.02
C39 -3.69463 -1.86011 0.21500  -0.24
C40 -4.21431 -3.04288 0.72645  -0.77
C41 -5.28435 -2.96968 1.59719  0.20
F3 -5.78421 -4.11148 2.11237  -0.38
C42 -5.85278 -1.76657 1.96206  -0.55
C43 -5.31903 -0.59940 1.42576  -0.44
H48 -7.40871 3.85222 1.76871  0.45
H49 -5.16352 2.82051 1.78301  0.37
H50 -5.54731 1.96128 -2.40615  0.34
H51 -7.78681 2.99650 -2.39154  0.45
H52 -1.33436 2.08897 -2.25096  0.18
H53 -0.78251 1.49117 -4.59135  0.48
H54 -4.01655 -1.28800 -4.65890  0.47
H55 -4.62249 -0.66490 -2.33898  0.54
H56 -2.84704 -1.92161 -0.45774  0.42
H57 -3.80713 -4.00718 0.45415  0.48
H58 -6.69983 -1.75281 2.63434  0.47
H59 -5.79609 0.33976 1.68884  0.38

Atoms 1-6, force components in eV/Å:
-2.836 2.844 -6.504
0.473 -0.070 0.057
-0.044 0.009 -0.434
1.482 -1.152 2.417
0.388 -0.389 1.120
0.495 0.366 0.653

=====

(3)
Formula: C7H18NO3
Source: the Open Molecules 2025 dataset
Level of theory: wB97M-V/def2-TZVPD

Charge: +1
ΔE to the lowest compared entry with this formula, charge and spin (kcal per mole): 98.5
M (g mol⁻¹): 164.225
E_LUMO (eV): -2.8742
DFT total energy (Eh): -557.55958

Each line ends with the Mulliken charge.
Element x y z (Å)
C1 -2.68242 -2.19715 -0.31113  -1.35
C2 1.78501 1.71425 -0.25390  -1.81
C3 2.63522 -1.11166 1.15586  -0.71
C4 -2.11841 2.31521 0.54189  -0.77
C5 -1.52096 -1.26049 -0.64483  -0.22
C6 1.04891 0.41994 -0.16471  0.58
C7 -1.56141 -0.06802 0.27642  0.93
N1 1.53438 -0.21626 -1.97672  -0.62
O1 -1.53068 0.03067 1.59846  -0.52
O2 1.35032 -0.54130 0.64766  -0.29
O3 -1.95400 1.09027 -0.24069  -0.32
H1 -2.52866 -2.52918 0.64216  0.44
H2 -3.66906 -1.81936 -0.50157  0.38
H3 -2.59105 -3.08700 -1.01437  0.35
H4 1.52410 2.35463 -1.04821  0.43
H5 2.79042 1.64914 -0.47114  0.58
H6 1.69528 2.09140 0.76658  0.38
H7 2.75678 -2.07748 0.68153  0.29
H8 2.45445 -1.38725 2.26589  0.23
H9 3.42640 -0.37054 0.84575  0.30
H10 -2.04826 2.31490 1.59918  0.35
H11 -3.02123 2.84417 0.35905  0.33
H12 -1.38348 3.09936 0.15462  0.26
H13 -1.71136 -0.79928 -1.67075  0.25
H14 -0.60311 -1.69619 -0.52039  0.27
H15 1.43799 -1.21632 -1.93058  0.26
H16 2.49177 -0.07904 -2.15990  0.29
H17 0.85835 0.28119 -2.48179  0.29
H18 -1.21339 -0.67026 2.15131  0.41

Atoms 1-6, force components in eV/Å:
0.754 -1.093 -3.451
-0.334 -1.180 1.732
-0.420 1.185 0.356
1.837 1.896 -1.298
-3.460 2.741 -0.816
-1.893 0.668 -1.434

=====

(4)
Formula: C7H7IN2S
Source: the Open Molecules 2025 dataset
Level of theory: wB97M-V/def2-TZVPD

Charge: 0
ΔE to the lowest compared entry with this formula, charge and spin (kcal per mole): 0.0
M (g mol⁻¹): 278.118
E_LUMO (spin up / spin down) (eV): 0.1567 / -2.1997
2S+1: 3
DFT total energy (Eh): -1076.11556
⟨S²⟩: 2.042

Each line ends with the Löwdin spin population.
Element x y z (Å)
C1 0.36299 1.39818 0.55729  -0.01
C2 -0.46357 0.32251 0.18581  0.40
C3 0.62626 -0.64031 -0.67671  0.44
C4 2.83911 -0.43776 -1.08205  0.02
C5 2.55764 -1.45728 -1.88512  0.11
C6 -2.46383 0.27964 1.80603  0.01
C7 -1.90086 -0.01157 0.45233  0.05
N1 1.62486 1.26383 0.15643  0.31
N2 1.74606 0.07112 -0.43292  0.15
S1 0.88428 -2.06478 -1.60775  0.29
I1 -3.07128 0.81662 -1.28294  0.23
H1 0.27856 2.31195 1.04659  -0.01
H2 3.77481 -0.02591 -1.05103  0.00
H3 3.07305 -2.05318 -2.52509  0.01
H4 -2.02495 -0.42119 2.61634  0.00
H5 -3.52732 0.26995 1.60000  0.00
H6 -2.25420 1.35451 2.05243  0.00
H7 -2.06160 -0.97633 0.07037  0.00

Atoms 1-6, force components in eV/Å:
1.518 -1.329 -1.267
-0.391 -2.130 -0.684
-3.973 1.486 1.671
-1.293 0.264 -0.387
-2.717 -0.310 1.334
0.544 0.986 0.388